1.
The molecule C5H6O, computed with the ωB97M-V functional and the def2-TZVPD basis.

ORCA input file:
```
! RIJCOSX wB97M-V def2-TZVPD def2/J DEFGRID3
* xyz 0 1
C 2.551 0.004 0.244
C 1.433 -0.008 -0.191
C -1.003 1.026 0.434
C -0.907 -1.042 -0.133
C 0.087 0.026 -0.643
O -1.729 -0.179 0.645
H 3.550 0.016 0.565
H -0.477 1.392 1.310
H -1.556 1.785 -0.110
H -1.485 -1.523 -0.930
H -0.441 -1.813 0.490
H -0.024 0.317 -1.681
*
```

The energy relative to the best compared isomer or geometry (same formula, charge and spin) is 3.402 eV. Its orbital gap is 0.3848 Eh. The value obtained for the total energy is -269.2212 Ha. Its HOMO energy is -0.346 hartree. For the molar mass, the calculation gives 82.1 u.

***

2.
The molecule C2H3FO2, computed with the ωB97M-V functional and the def2-TZVPD basis.

ORCA input file:
```
! RIJCOSX wB97M-V def2-TZVPD def2/J DEFGRID3
* xyz 0 1
C 1.661 0.119 0.039
C 0.173 0.026 -0.012
O 2.447 -0.727 -0.695
O 2.445 -0.758 0.669
F 2.073 1.389 0.026
H -0.279 0.800 0.544
H -0.083 -0.936 0.073
H -0.255 0.205 -1.035
*
```

The energy relative to the best compared isomer or geometry (same formula, charge and spin) is 3.709 eV. Its orbital gap is 0.4182 Eh. The value obtained for the total energy is -328.2187 Ha. Its HOMO energy is -0.383 hartree. For the molar mass, the calculation gives 78.0 u.

***

3.
The ion C7H12NO3 with charge +1, computed with the ωB97M-V functional and the def2-TZVPD basis.

ORCA input file:
```
! RIJCOSX wB97M-V def2-TZVPD def2/J DEFGRID3
* xyz 1 1
C -2.226 -0.958 1.238
C -2.969 -0.152 0.456
C -1.105 0.465 -0.943
C 1.805 -0.536 -1.355
C 1.639 -1.006 1.111
C 1.610 1.385 0.382
C 1.205 -0.074 -0.003
N -0.240 -0.106 -0.187
O -2.433 0.341 -0.707
O -4.338 -0.004 0.455
O -0.759 1.217 -1.951
H -2.160 -1.230 2.297
H 2.112 0.432 -1.797
H 2.645 -1.206 -1.222
H 1.090 -1.055 -2.016
H 2.684 -0.771 1.535
H 0.889 -0.811 1.926
H 1.567 -1.997 0.812
H 1.118 2.161 -0.269
H 1.289 1.557 1.450
H 2.781 1.381 0.267
H -4.779 -0.590 0.981
H -1.424 1.558 -2.461
*
```

The energy relative to the best compared isomer or geometry (same formula, charge and spin) is 4.689 eV. Its orbital gap (spin up / spin down) is 0.2713 / 0.2707 Eh. The value obtained for the total energy is -553.9576 Ha. Its HOMO energy (spin up / spin down) is -0.528 / -0.528 hartree. For the molar mass, the calculation gives 158.2 u.

***

4.
The molecule C18H25N3O7, computed with the ωB97M-V functional and the def2-TZVPD basis.

ORCA input file:
```
! RIJCOSX wB97M-V def2-TZVPD def2/J DEFGRID3
* xyz 0 1
C -0.850 -5.900 -1.715
H -0.695 -6.985 -1.751
H -0.576 -5.457 -2.669
O -0.002 -5.306 -0.753
C -0.186 -5.773 0.540
O -1.480 -5.401 0.976
C -1.982 -6.140 2.062
H -1.419 -5.949 2.981
H -1.963 -7.216 1.850
H -3.011 -5.814 2.196
C 0.903 -5.135 1.417
N 0.700 -3.710 1.469
C 1.696 -2.843 1.165
O 2.851 -3.194 1.012
C 1.288 -1.413 1.073
C 0.156 -0.890 1.666
C -0.154 0.464 1.552
C 0.633 1.336 0.758
N 0.261 2.616 0.496
C -1.099 3.003 0.206
H -1.380 3.850 0.839
C -1.234 3.386 -1.273
H -1.057 2.517 -1.908
H -2.241 3.758 -1.462
C -0.231 4.466 -1.681
O -0.552 5.686 -1.045
C -0.203 6.739 -1.915
H 0.723 7.224 -1.583
C -0.027 6.065 -3.293
H -0.714 6.452 -4.047
O -0.351 4.710 -3.067
H 1.003 6.160 -3.658
H -1.015 7.469 -1.903
C 1.192 4.005 -1.311
H 1.443 3.142 -1.928
H 1.906 4.804 -1.515
C 1.212 3.651 0.176
H 0.917 4.543 0.741
H 2.209 3.355 0.500
H -1.785 2.179 0.396
C 1.826 0.792 0.237
C 2.142 -0.532 0.396
H 3.051 -0.935 -0.023
H 2.486 1.422 -0.336
N -1.196 0.938 2.407
O -2.031 0.133 2.782
O -1.167 2.101 2.770
H -0.490 -1.490 2.290
H -0.264 -3.420 1.394
H 1.888 -5.322 0.984
H 0.863 -5.566 2.424
H -0.097 -6.881 0.578
H -1.901 -5.692 -1.496
*
```

The energy relative to the best compared isomer or geometry (same formula, charge and spin) is 0.018 eV. Its orbital gap is 0.2920 Eh. The value obtained for the total energy is -1391.7406 Ha. Its HOMO energy is -0.299 hartree. For the molar mass, the calculation gives 395.4 u.

***

5.
A cluster of 2 separate species, CH3FNP in total, computed with the ωB97M-V functional and the def2-TZVPD basis.

ORCA input file:
```
! RIJCOSX wB97M-V def2-TZVPD def2/J DEFGRID3
* xyz 0 3
C -1.929 0.447 0.518
N 1.095 -0.235 -0.157
F 2.382 0.199 0.424
P -3.332 -0.039 0.145
H 1.418 -1.214 -0.359
H 1.208 0.336 -1.000
H -0.842 0.505 0.428
*
```

Its orbital gap (spin up / spin down) is 0.2538 / 0.2734 Eh. The value obtained for the total energy is -535.5841 Ha. Its HOMO energy (spin up / spin down) is -0.233 / -0.373 hartree. Its expectation value of S² is 2.01. For the molar mass, the calculation gives 79.0 u.

***

6.
The molecule C18H22ClF2N3O4, computed with the ωB97M-V functional and the def2-TZVPD basis.

ORCA input file:
```
! RIJCOSX wB97M-V def2-TZVPD def2/J DEFGRID3
* xyz 0 1
C -3.251 1.361 -1.345
N -2.248 0.314 -1.474
C -0.871 0.770 -1.314
C -0.305 1.384 -2.591
C 1.116 1.935 -2.472
C 2.138 0.985 -1.850
N 2.043 0.892 -0.401
C 2.511 1.877 0.401
O 3.052 2.884 -0.007
C 2.271 1.643 1.854
C 1.373 0.871 2.508
C 1.602 1.116 3.904
N 1.001 0.622 4.994
C 1.469 1.068 6.131
Cl 0.720 0.455 7.576
C 2.516 1.993 6.283
C 3.135 2.503 5.161
C 2.645 2.037 3.955
O 3.055 2.364 2.705
C -2.678 -0.963 -1.609
O -3.868 -1.248 -1.588
C -1.669 -2.137 -1.683
C -1.370 -2.515 -0.226
O -0.467 -1.755 -2.355
C -2.337 -3.276 -2.459
C -1.662 -4.610 -2.311
F -2.214 -5.503 -3.175
F -0.319 -4.529 -2.644
H -4.232 0.955 -1.566
H -3.252 1.760 -0.328
H -3.029 2.174 -2.036
H -0.869 1.509 -0.506
H -0.260 -0.063 -0.990
H -0.329 0.606 -3.356
H -0.967 2.185 -2.930
H 1.466 2.207 -3.470
H 1.125 2.860 -1.889
H 2.014 -0.023 -2.251
H 3.145 1.323 -2.096
H 1.738 0.034 0.024
H 0.620 0.234 2.075
H 2.818 2.289 7.276
H 3.944 3.217 5.221
H -2.284 -2.832 0.277
H -0.631 -3.315 -0.165
H -0.968 -1.650 0.303
H -0.015 -2.572 -2.602
H -3.368 -3.383 -2.131
H -2.346 -3.011 -3.519
H -1.709 -5.040 -1.310
*
```

The energy relative to the best compared isomer or geometry (same formula, charge and spin) is 0.269 eV. Its orbital gap is 0.3348 Eh. The value obtained for the total energy is -1824.3016 Ha. Its HOMO energy is -0.340 hartree. For the molar mass, the calculation gives 417.8 u.

***

7.
The molecule C5H4INO, computed with the ωB97M-V functional and the def2-TZVPD basis.

ORCA input file:
```
! RIJCOSX wB97M-V def2-TZVPD def2/J DEFGRID3
* xyz 0 1
C -0.028 -0.661 0.139
C 0.665 0.312 0.971
C -1.180 -0.481 -0.444
C 1.236 1.298 -0.035
C -2.427 -0.477 -0.790
N 2.041 0.540 0.719
O 1.159 2.067 -0.949
I 3.688 -0.705 0.585
H 0.564 -1.518 -0.186
H 0.092 0.726 1.799
H -2.968 -0.918 -0.022
H -2.841 -0.184 -1.786
*
```

The energy relative to the best compared isomer or geometry (same formula, charge and spin) is 3.156 eV. Its orbital gap is 0.2981 Eh. The value obtained for the total energy is -620.4521 Ha. Its HOMO energy is -0.333 hartree. For the molar mass, the calculation gives 221.0 u.

***

8.
A cluster of 2 separate species, C15H25N4O9 in total, computed with the ωB97M-V functional and the def2-TZVPD basis.

ORCA input file:
```
! RIJCOSX wB97M-V def2-TZVPD def2/J DEFGRID3
* xyz 1 1
O 2.660 -3.145 0.624
O -0.761 -2.347 -4.077
O 5.071 0.463 3.031
O -0.488 -1.744 -1.917
O -4.864 0.254 -2.898
O -2.745 -0.171 -2.073
O -2.231 2.728 -2.072
O -1.188 0.286 -5.438
O -1.997 2.912 -4.740
C 2.769 -2.451 1.620
C -1.074 -1.641 -3.137
C 3.995 0.064 3.444
C 0.112 -0.131 0.708
C 0.409 0.617 1.816
C -1.196 1.655 0.694
N -0.879 0.536 0.016
N 3.891 -0.224 4.748
N 2.902 -1.133 1.465
N -0.430 1.720 1.803
C 2.678 -3.087 2.989
C 2.745 -0.611 5.574
C -3.783 0.817 -2.164
C -2.184 -0.592 -3.347
C -3.256 2.087 -2.851
C -1.618 0.625 -4.110
C -2.656 1.750 -4.219
C 1.397 0.271 2.911
C 2.834 -0.013 2.424
H 0.142 -2.480 -2.026
H -5.188 -0.552 -2.460
H -1.820 3.391 -2.672
H -1.854 -0.236 -5.923
H -1.564 2.683 -5.588
H 0.543 -1.088 0.434
H -1.932 2.392 0.377
H -1.316 0.212 -0.851
H 4.771 -0.117 5.234
H 3.101 -0.880 0.509
H -0.446 2.460 2.495
H 3.532 -2.792 3.593
H 1.741 -2.812 3.463
H 2.705 -4.171 2.867
H 2.037 0.214 5.660
H 3.095 -0.854 6.580
H 2.247 -1.493 5.175
H -4.128 1.089 -1.159
H -2.966 -1.061 -3.952
H -4.091 2.782 -2.992
H -0.755 1.008 -3.553
H -3.461 1.441 -4.896
H 1.432 1.109 3.609
H 1.006 -0.597 3.442
H 3.060 0.860 1.809
*
```

The energy relative to the best compared isomer or geometry (same formula, charge and spin) is 0.000 eV. Its orbital gap is 0.3555 Eh. The value obtained for the total energy is -1482.5882 Ha. Its HOMO energy is -0.451 hartree. For the molar mass, the calculation gives 405.4 u.

***

9.
A cluster of 5 separate species, C47H70N2O5S in total, computed with the ωB97M-V functional and the def2-TZVPD basis.

ORCA input file:
```
! RIJCOSX wB97M-V def2-TZVPD def2/J DEFGRID3
* xyz 0 1
C -4.677 -0.487 2.614
C -4.250 -0.164 1.184
C -2.723 -0.037 1.037
C -2.166 -0.487 -0.327
C -1.218 0.520 -0.984
C -0.997 0.251 -2.473
C -0.263 1.377 -3.204
C 1.086 1.765 -2.595
C 2.046 0.582 -2.383
C 3.521 0.892 -2.713
C 4.536 0.510 -1.626
C 6.001 0.488 -2.134
N 6.261 -0.459 -3.213
C 6.037 -1.876 -2.896
C 5.379 -2.642 -4.051
C 4.456 -3.761 -3.567
C 3.090 -3.242 -3.110
C 7.055 0.267 -1.003
C 8.099 1.403 -1.064
C 9.570 1.131 -0.685
O 9.821 -0.253 -0.428
C 11.093 -0.535 0.002
C 11.388 -0.159 1.412
O 11.820 -1.079 -0.713
C 6.353 0.092 0.349
C 7.204 -0.183 1.582
N 7.729 -1.542 1.651
O 5.570 1.273 0.664
S 4.443 1.759 -0.348
O 3.194 1.663 0.350
O 4.878 3.010 -0.901
H -4.134 0.139 3.331
H -5.746 -0.305 2.762
H -4.477 -1.533 2.868
H -4.711 0.789 0.895
H -4.631 -0.926 0.494
H -2.256 -0.633 1.831
H -2.435 1.007 1.210
H -1.635 -1.439 -0.210
H -3.000 -0.675 -1.018
H -0.249 0.477 -0.469
H -1.601 1.539 -0.840
H -0.460 -0.701 -2.585
H -1.980 0.111 -2.943
H -0.110 1.090 -4.253
H -0.915 2.260 -3.216
H 1.563 2.509 -3.246
H 0.922 2.273 -1.637
H 1.985 0.263 -1.336
H 1.720 -0.276 -2.983
H 3.645 1.960 -2.935
H 3.809 0.358 -3.625
H 4.241 -0.430 -1.151
H 6.157 1.489 -2.553
H 5.705 -0.211 -4.022
H 5.421 -1.991 -1.991
H 7.004 -2.346 -2.671
H 4.796 -1.943 -4.667
H 6.160 -3.057 -4.696
H 4.947 -4.273 -2.729
H 4.324 -4.501 -4.362
H 2.596 -3.921 -2.412
H 2.420 -3.090 -3.962
H 3.196 -2.270 -2.609
H 7.545 -0.687 -1.217
H 7.724 2.241 -0.465
H 8.107 1.753 -2.100
H 9.883 1.724 0.184
H 10.207 1.427 -1.527
H 11.220 0.910 1.579
H 12.429 -0.401 1.629
H 10.707 -0.705 2.069
H 5.662 -0.759 0.274
H 6.558 -0.019 2.450
H 8.022 0.546 1.658
H 7.007 -2.173 1.983
H 8.013 -1.873 0.735
C -3.948 -1.062 -6.567
C -5.264 -1.391 -6.862
C -6.107 -1.849 -5.858
C -5.634 -1.979 -4.559
C -4.318 -1.651 -4.265
C -3.476 -1.193 -5.268
H -3.291 -0.704 -7.349
H -5.634 -1.288 -7.874
H -7.133 -2.106 -6.089
H -6.292 -2.336 -3.777
H -3.947 -1.750 -3.252
H -2.449 -0.940 -5.036
C -5.735 3.391 2.378
C -7.069 3.694 2.146
C -7.410 4.889 1.527
C -6.416 5.777 1.138
C -5.082 5.472 1.369
C -4.741 4.279 1.991
H -5.466 2.459 2.861
H -7.843 3.001 2.450
H -8.450 5.128 1.349
H -6.682 6.708 0.655
H -4.307 6.165 1.065
H -3.700 4.041 2.175
C -6.071 -6.128 3.942
C -6.901 -5.026 3.788
C -6.640 -4.096 2.791
C -5.551 -4.269 1.949
C -4.721 -5.370 2.103
C -4.981 -6.300 3.100
H -6.274 -6.853 4.720
H -7.751 -4.892 4.444
H -7.285 -3.234 2.672
H -5.347 -3.542 1.172
H -3.871 -5.504 1.446
H -4.334 -7.159 3.222
C -6.850 2.219 7.954
C -7.035 3.365 8.714
C -6.839 4.615 8.144
C -6.458 4.720 6.814
C -6.274 3.574 6.052
C -6.469 2.324 6.623
H -7.003 1.243 8.398
H -7.333 3.284 9.752
H -6.981 5.509 8.738
H -6.306 5.694 6.367
H -5.978 3.656 5.015
H -6.323 1.429 6.030
*
```

Its orbital gap is 0.3580 Eh. The value obtained for the total energy is -2716.7636 Ha. Its HOMO energy is -0.341 hartree. For the molar mass, the calculation gives 775.2 u.

***

10.
A structure of composition CH3IN5, computed with the ωB97M-V functional and the def2-TZVPD basis.

ORCA input file:
```
! RIJCOSX wB97M-V def2-TZVPD def2/J DEFGRID3
* xyz 1 1
C 1.614 -0.495 1.336
N 1.818 -1.464 0.419
N 0.630 0.325 0.928
N 0.928 -1.212 -0.588
N 0.337 -0.149 -0.227
N -0.604 0.269 -1.062
I 4.341 -2.341 1.184
H 2.172 -0.422 2.236
H -1.481 0.879 -0.788
H -0.776 -0.476 -1.659
*
```

The energy relative to the best compared isomer or geometry (same formula, charge and spin) is 1.283 eV. Its orbital gap (spin up / spin down) is 0.1886 / 0.2021 Eh. The value obtained for the total energy is -610.9255 Ha. Its HOMO energy (spin up / spin down) is -0.519 / -0.525 hartree. For the molar mass, the calculation gives 212.0 u.

***

11.
A structure of composition C2H3N3, computed with the ωB97M-V functional and the def2-TZVPD basis.

ORCA input file:
```
! RIJCOSX wB97M-V def2-TZVPD def2/J DEFGRID3
* xyz 0 1
C -0.818 -0.170 -0.088
C 0.671 0.259 -0.177
N 1.461 0.916 -1.097
N 1.494 1.462 0.012
N 0.307 -1.025 0.412
H -1.272 -0.503 -1.153
H -2.025 -0.042 0.669
H 0.182 -0.898 1.422
*
```

The energy relative to the best compared isomer or geometry (same formula, charge and spin) is 5.797 eV. Its orbital gap is 0.3581 Eh. The value obtained for the total energy is -242.0596 Ha. Its HOMO energy is -0.352 hartree. For the molar mass, the calculation gives 69.1 u.

***

12.
The molecule C5H6O2, computed with the ωB97M-V functional and the def2-TZVPD basis.

ORCA input file:
```
! RIJCOSX wB97M-V def2-TZVPD def2/J DEFGRID3
* xyz 0 1
C 2.023 -0.237 0.434
C 0.631 -0.641 0.752
O -0.584 1.894 -0.052
C -1.701 1.561 -0.360
O -2.228 0.302 -0.410
C -0.232 -0.993 -0.155
C -1.298 -1.041 -0.865
H 2.137 -0.015 -0.630
H 2.633 -1.116 0.676
H 2.356 0.605 1.040
H 0.330 -0.799 1.785
H -2.433 2.346 -0.672
H -1.633 -1.865 -1.542
*
```

The energy relative to the best compared isomer or geometry (same formula, charge and spin) is 3.562 eV. Its orbital gap is 0.3503 Eh. The value obtained for the total energy is -344.4710 Ha. Its HOMO energy is -0.342 hartree. For the molar mass, the calculation gives 98.1 u.